Record 1
A single C18H16N6OS molecule at a distorted geometry, computed with the ωB97M-V functional and the def2-TZVPD basis.

- LUMO energy: 0.0216 Ha
- Energy relative to the best compared isomer or geometry (same formula, charge and spin): 55.84 kcal/mol
- Total charge: 0
- SMILES: O=C(CSc1nnnn1-c1ccccc1)N1N=CC[C@H]1c1ccccc1

Element x y z (Å)
O -1.34924 -1.04232 -2.20699
C -1.74890 -1.61255 -1.21309
C -1.21674 -2.95931 -0.76015
S 0.58908 -2.78536 -0.60098
C 0.61117 -1.71982 0.75625
N -0.35537 -1.58470 1.64214
N 0.05882 -0.67379 2.50581
N 1.20580 -0.23354 2.21161
N 1.61797 -0.86303 1.09919
C 2.83246 -0.55908 0.47588
C 3.50002 -1.50045 -0.29590
C 4.69257 -1.15005 -0.90372
C 5.21956 0.11920 -0.73536
C 4.55435 1.04768 0.04979
C 3.35974 0.71514 0.65782
N -2.67918 -1.06694 -0.39973
N -3.24301 -1.69116 0.65837
C -4.09925 -0.92658 1.19513
C -4.24796 0.40957 0.52004
C -3.17503 0.31973 -0.57585
C -2.01457 1.26920 -0.41554
C -1.40620 1.43107 0.82345
C -0.29477 2.24478 0.95551
C 0.22279 2.89842 -0.14948
C -0.38154 2.74339 -1.38558
C -1.49507 1.93368 -1.51837
H -1.63545 -3.26749 0.19472
H -1.36560 -3.71159 -1.53335
H 3.09893 -2.49524 -0.41227
H 5.21285 -1.87768 -1.50737
H 6.15074 0.38401 -1.21269
H 4.96592 2.03610 0.18642
H 2.82367 1.42086 1.27204
H -4.65875 -1.24295 2.05442
H -4.06582 1.23211 1.21247
H -5.25442 0.52608 0.11368
H -3.58781 0.40882 -1.58539
H -1.77748 0.90286 1.69001
H 0.17061 2.34981 1.92441
H 1.09700 3.52514 -0.04909
H 0.02071 3.24755 -2.25168
H -1.95261 1.79846 -2.48657

***

Record 2
A single C18H16N8O4 molecule at a distorted geometry, computed with the ωB97M-V functional and the def2-TZVPD basis.

- LUMO energy: -0.0085 Ha
- Energy relative to the best compared isomer or geometry (same formula, charge and spin): 0.00 kcal/mol
- Total charge: 0
- SMILES: COc1cccc(-c2c(C(=O)N/N=C/c3ccc(C)o3)nnn2-c2nonc2N)c1

Element x y z (Å)
C -2.38696 -0.62055 2.95891
O -1.46773 -1.45227 3.63481
C -0.17312 -1.42933 3.24334
C 0.67134 -2.37475 3.83413
C 1.99919 -2.44915 3.46825
C 2.51967 -1.58358 2.52087
C 1.69191 -0.61885 1.94918
C 2.21750 0.30168 0.95500
C 1.73664 0.75491 -0.27016
C 0.46177 0.49787 -0.97013
O -0.48613 -0.07481 -0.46050
N 0.50121 0.99838 -2.23560
N -0.42765 1.01600 -3.21341
C -1.57044 0.45185 -3.09180
C -2.50197 0.51759 -4.17442
C -2.43095 1.10252 -5.41877
C -3.65980 0.83514 -6.05031
C -4.40440 0.10735 -5.16017
C -5.77309 -0.46105 -5.25997
O -3.70875 -0.08646 -4.02576
N 2.69829 1.54002 -0.82162
N 3.70037 1.61059 -0.05390
N 3.45747 0.87164 1.03726
C 4.34175 0.82736 2.09981
N 5.62795 0.66675 1.96758
O 6.15474 0.73020 3.18363
N 5.21028 0.92916 4.13073
C 4.05888 1.00401 3.51089
N 2.88055 1.29838 4.10292
C 0.34947 -0.53634 2.31570
H -2.33389 -0.76475 1.87658
H -2.21763 0.43499 3.19502
H -3.37025 -0.91551 3.32086
H 0.25300 -3.05253 4.56059
H 2.63699 -3.19660 3.91431
H 3.54813 -1.67915 2.20610
H 1.35571 1.48249 -2.49603
H -1.90454 -0.08943 -2.21011
H -1.59593 1.64707 -5.80626
H -3.96038 1.13780 -7.03267
H -5.74031 -1.54657 -5.17214
H -6.21383 -0.19368 -6.21531
H -6.40088 -0.08068 -4.45514
H 2.88778 1.26022 5.10920
H 2.03756 0.97461 3.65395
H -0.26953 0.20746 1.84458

***

Record 3
C18H17AuN3O7 as an isolated structure, computed with the ωB97M-V functional and the def2-TZVPD basis.

- LUMO energy: 0.1010 Ha
- Energy relative to the best compared isomer or geometry (same formula, charge and spin): 9.54 kcal/mol
- Total charge: -1

Element x y z (Å)
Au -1.39142 -0.83725 -1.05635
O 0.97619 -1.65713 1.18601
C 0.05622 -1.49294 2.15460
C 0.43271 -0.72448 3.25691
C -0.44296 -0.53590 4.30848
C -1.71159 -1.11377 4.28769
C -2.08183 -1.87897 3.19519
C -1.22172 -2.07297 2.11582
C -1.69969 -2.91864 0.96080
O -2.57807 -3.74040 1.11364
O -1.07857 -2.71580 -0.19308
H 0.54202 -2.11165 0.43690
H 1.42051 -0.27909 3.25330
H -0.13370 0.06581 5.15525
H -2.39790 -0.96905 5.11305
H -3.05368 -2.35421 3.14674
O 3.10973 0.38913 -1.93465
C 1.95791 0.65095 -1.56888
O 0.86966 0.18068 -2.03961
C 1.82720 1.67147 -0.43775
C 0.71838 1.72366 0.39433
C 0.59728 2.67898 1.41362
C 1.62275 3.57908 1.53649
O 1.73929 4.62515 2.42647
C 2.96216 5.28276 2.09620
O 3.60603 4.54135 1.06592
C 2.73028 3.53015 0.71904
C 2.87398 2.58931 -0.26478
H -0.06694 0.98798 0.26449
H -0.25683 2.69681 2.07981
H 3.60496 5.31952 2.97508
H 2.74821 6.29465 1.74491
H 3.75201 2.52386 -0.89464
N -1.57118 -3.27864 -3.09757
C -0.97375 -3.97373 -4.08259
C -1.27619 -3.33182 -5.26177
C -2.06391 -2.22960 -4.86510
N -2.23557 -2.20594 -3.55092
H -1.50969 -3.41696 -2.09013
H -0.38473 -4.85402 -3.87894
H -0.96740 -3.60755 -6.25659
H -2.50823 -1.46418 -5.48525
N -1.67918 0.93008 -2.20273
H -0.67060 0.95625 -2.45031
H -1.94017 1.80720 -1.77419
H -2.25197 0.73985 -3.01489

***

Record 4
A single C18H17ClN2O4 molecule at a distorted geometry, computed with the ωB97M-V functional and the def2-TZVPD basis.

- LUMO energy: -0.0008 Ha
- Energy relative to the best compared isomer or geometry (same formula, charge and spin): 88.12 kcal/mol
- Total charge: 0
- SMILES: COc1ccccc1OCc1ccc(C(=O)n2nc(C)c(Cl)c2C)o1

Element x y z (Å)
C 0.87501 2.60330 -0.71371
O 1.65634 2.66364 0.46246
C 2.60604 1.72772 0.72088
C 3.05790 1.71714 2.04142
C 4.02048 0.82956 2.47315
C 4.55933 -0.07956 1.58081
C 4.13643 -0.07645 0.26552
C 3.17504 0.81994 -0.18736
O 2.78992 0.86097 -1.51636
C 2.69257 -0.36824 -2.20539
C 1.89745 -1.37351 -1.43367
C 2.19627 -2.64396 -1.00858
C 1.08820 -3.07195 -0.26065
C 0.18529 -2.02837 -0.27838
C -1.11180 -1.99758 0.38383
O -1.47089 -2.88200 1.13100
N -1.93426 -0.90338 0.11057
N -1.61665 0.02789 -0.81436
C -2.60755 0.88036 -0.86733
C -2.63529 2.04650 -1.78040
C -3.61303 0.49546 0.06168
Cl -5.09327 1.30807 0.34587
C -3.16708 -0.64844 0.67417
C -3.80722 -1.47424 1.71928
O 0.68995 -1.00508 -0.99456
H 0.13241 3.39221 -0.59419
H 1.47489 2.79866 -1.60485
H 0.36860 1.63958 -0.81387
H 2.61241 2.42876 2.71867
H 4.34222 0.84292 3.50297
H 5.30941 -0.78652 1.89976
H 4.57413 -0.77572 -0.42969
H 3.67888 -0.78486 -2.44622
H 2.18047 -0.11340 -3.13941
H 3.09183 -3.19496 -1.20947
H 0.94979 -4.01059 0.23457
H -3.53081 2.00967 -2.39876
H -2.66489 2.96945 -1.20325
H -1.75267 2.04158 -2.41182
H -3.98825 -2.48302 1.35158
H -4.74976 -1.01582 2.00818
H -3.15905 -1.56100 2.58968

***

Record 5
A single C18H17FN4O3 molecule at a distorted geometry, computed with the ωB97M-V functional and the def2-TZVPD basis.

- LUMO energy: -0.0266 Ha
- Energy relative to the best compared isomer or geometry (same formula, charge and spin): 29.65 kcal/mol
- Total charge: 0
- SMILES: O=C1N=N[C@@H](Cc2ccc(F)c(N3C(=O)CCC3=O)c2)C2=C1CCCN2

Element x y z (Å)
O -4.03060 -2.36055 3.62268
C -3.09761 -1.92427 2.94238
N -2.38724 -2.77725 2.13855
N -1.38751 -2.41117 1.43086
C -0.98422 -0.98087 1.30534
C -1.46296 -0.45183 -0.05175
C -0.60382 -0.87460 -1.19431
C -0.84217 -2.05849 -1.91141
C 0.00874 -2.47694 -2.91968
C 1.11176 -1.68431 -3.31313
F 1.92369 -2.17823 -4.27355
C 1.38766 -0.48118 -2.63521
N 2.49727 0.32662 -3.01849
C 2.85024 0.73130 -4.26677
O 2.14321 0.64589 -5.27757
C 4.22857 1.32409 -4.32367
C 4.62354 1.49736 -2.89560
C 3.52368 0.76966 -2.15085
O 3.55098 0.68750 -0.93482
C 0.51925 -0.07752 -1.60171
C -1.52587 -0.13800 2.43672
C -2.60137 -0.55710 3.15483
C -3.28802 0.27158 4.20574
C -2.78124 1.70616 4.21401
C -1.26421 1.84098 3.98755
N -0.96555 1.10757 2.71326
H 0.10616 -0.88269 1.33757
H -1.45681 0.63651 0.01945
H -2.50411 -0.71660 -0.21388
H -1.64916 -2.73386 -1.63656
H -0.16186 -3.44519 -3.37693
H 4.90100 0.64690 -4.84976
H 4.21293 2.28734 -4.88637
H 4.61491 2.59595 -2.68501
H 5.57611 1.07129 -2.62382
H 0.76308 0.85888 -1.12924
H -3.12564 -0.22321 5.16108
H -4.35089 0.29773 4.04142
H -3.03540 2.22092 5.12148
H -3.25850 2.23595 3.38772
H -0.71797 1.42540 4.80108
H -1.00689 2.93068 3.88083
H -0.05322 1.31763 2.26753